--- one ---
2 unconnected molecules or ions with the total composition C3H9NO2S2. Source: OMol25; level of theory: wB97M-V/def2-TZVPD.

## Properties
HOMO (eV): -9.09
E_LUMO (eV): 0.14
HOMO-LUMO gap (eV): 9.23
Structure (SMILES): NC(=O)CCSS.O

Element x y z (Å)
N 0.666 1.644 1.787
C -0.447 1.991 0.924
O -1.219 2.842 1.335
C -0.414 1.432 -0.427
C -0.511 -0.022 -0.347
S -1.534 -0.185 -1.925
S -0.250 -1.524 -2.839
H 1.031 0.667 1.741
H 0.829 1.800 2.832
H -1.393 1.981 -0.950
H 0.370 1.869 -1.019
H -1.118 -0.258 0.533
H 0.295 -0.771 -0.320
H -0.684 -2.721 -3.057
O 1.472 -2.530 0.793
H 1.674 -2.750 -0.093
H 1.232 -3.465 1.033

Löwdin population analysis, charges in e, atoms 1 to 6: atom 1 (N): 0.10, atom 2 (C): -0.53, atom 3 (O): 0.06, atom 4 (C): -0.31, atom 5 (C): -0.50, atom 6 (S): 0.48

***

--- two ---
3 unconnected molecules or ions with the total composition C3H9NO2S2. Source: OMol25; level of theory: wB97M-V/def2-TZVPD.

## Properties
HOMO (eV): -8.44
E_LUMO (eV): -3.22
HOMO-LUMO gap (eV): 5.22

Element x y z (Å)
S 0.620 -3.679 0.450
S 2.493 -0.892 0.888
C 1.236 -1.084 -0.411
C 0.703 0.045 -1.048
C -0.108 1.022 -0.288
N -0.026 2.303 -0.721
O -0.795 0.726 0.662
H -0.070 -4.546 1.204
H 0.386 -1.757 0.051
H 1.696 -1.717 -1.168
H 0.982 0.342 -2.051
H 2.132 -2.119 1.305
H 0.526 2.549 -1.523
H -0.558 2.995 -0.215
H -2.444 1.483 0.797
H -3.736 2.082 1.353
O -3.038 2.248 0.714

Löwdin population analysis, charges in e, atoms 1 to 6: atom 1 (S): 0.36, atom 2 (S): 0.75, atom 3 (C): -0.70, atom 4 (C): 0.04, atom 5 (C): -0.54, atom 6 (N): 0.19

***

--- three ---
2 unconnected molecules or ions with the total composition C3H9NO2S2. Source: OMol25; level of theory: wB97M-V/def2-TZVPD.

## Properties
HOMO (eV): -9.16
E_LUMO (eV): 0.47
HOMO-LUMO gap (eV): 9.64
Structure (SMILES): O=CNCCSS.O

Element x y z (Å)
O 0.983 -4.062 1.275
C 1.206 -2.901 0.997
N 0.587 -2.281 -0.037
C 0.631 -0.832 -0.266
C 0.693 0.027 0.984
S -0.040 1.670 0.703
S 1.266 2.715 -0.414
H 1.933 -2.255 1.506
H -0.056 -2.834 -0.572
H 1.462 -0.615 -0.899
H -0.220 -0.568 -0.898
H 1.728 0.205 1.276
H 0.134 -0.340 1.845
H 0.782 2.615 -1.666
O -3.375 3.273 -1.121
H -3.551 3.181 -2.062
H -4.164 3.003 -0.650

Löwdin population analysis, charges in e, atoms 1 to 6: atom 1 (O): 0.01, atom 2 (C): -0.37, atom 3 (N): 0.02, atom 4 (C): -0.27, atom 5 (C): -0.55, atom 6 (S): 0.42

***

So which one is most stable? That would be three, about 0.0527 hartree below the next structure.

***

--- one ---
C3H4OS2 in the gas phase. Source: OMol25; level of theory: wB97M-V/def2-TZVPD.

## Properties
HOMO (eV): -9.33
E_LUMO (eV): -1.30
HOMO-LUMO gap (eV): 8.03
Structure (SMILES): CSC(=S)C=O

Element x y z (Å)
C 1.413 -0.124 -0.869
S 1.001 1.183 0.310
C -0.649 0.771 0.907
S -1.647 1.712 1.773
C -1.377 -0.513 0.460
O -1.101 -1.276 -0.456
H 1.717 -1.140 -0.353
H 0.586 -0.197 -1.597
H 2.307 0.251 -1.342
H -2.250 -0.666 1.165

Löwdin population analysis, charges in e, atoms 1 to 6: atom 1 (C): -0.41, atom 2 (S): 0.85, atom 3 (C): -1.07, atom 4 (S): 0.71, atom 5 (C): -0.34, atom 6 (O): 0.02

***

--- two ---
C3H4OS2 in the gas phase. Source: OMol25; level of theory: wB97M-V/def2-TZVPD.

## Properties
HOMO (eV): -8.93
E_LUMO (eV): -0.70
HOMO-LUMO gap (eV): 8.23
Structure (SMILES): S=CCOC=S

Element x y z (Å)
S -0.104 2.221 -1.293
C 0.637 1.479 -0.080
C -0.049 0.362 0.793
O 0.408 -0.920 0.366
C -0.262 -1.655 -0.538
S -1.774 -1.520 -0.981
H 1.687 1.657 0.156
H -1.129 0.452 0.711
H 0.224 0.377 1.850
H 0.362 -2.454 -0.984

Löwdin population analysis, charges in e, atoms 1 to 6: atom 1 (S): 0.72, atom 2 (C): -0.61, atom 3 (C): -0.27, atom 4 (O): -0.16, atom 5 (C): -0.74, atom 6 (S): 0.73

***

--- three ---
C3H4OS2 in the gas phase. Source: OMol25; level of theory: wB97M-V/def2-TZVPD.

## Properties
HOMO (eV): -8.84
E_LUMO (eV): -1.08
HOMO-LUMO gap (eV): 7.75
Structure (SMILES): COC(=S)C=S

Element x y z (Å)
C 0.184 1.367 -0.224
O -0.953 0.529 -0.458
C -0.931 -0.765 -0.115
S -2.171 -1.809 -0.274
C 0.371 -1.318 0.493
S 1.593 -1.850 -0.448
H 1.080 0.771 -0.269
H 0.122 1.850 0.771
H 0.106 2.160 -0.989
H 0.600 -0.935 1.513

Löwdin population analysis, charges in e, atoms 1 to 6: atom 1 (C): -0.05, atom 2 (O): -0.13, atom 3 (C): -0.94, atom 4 (S): 0.74, atom 5 (C): -0.67, atom 6 (S): 0.71

***

--- four ---
C3H4OS2 in the gas phase. Source: OMol25; level of theory: wB97M-V/def2-TZVPD.

## Properties
HOMO (eV): -9.29
E_LUMO (eV): 0.51
HOMO-LUMO gap (eV): 9.80
Structure (SMILES): S[C@@]12OC[C@@H]1S2

Element x y z (Å)
S 2.648 0.744 -0.065
C 1.144 -0.192 0.111
O 0.115 0.446 1.083
C -0.958 -0.032 0.306
C -0.033 -0.642 -0.725
S 0.809 -1.974 0.246
H 3.378 -0.069 0.855
H -1.515 0.902 -0.070
H -1.538 -0.717 0.762
H -0.183 -0.688 -1.749

Löwdin population analysis, charges in e, atoms 1 to 6: atom 1 (S): 0.76, atom 2 (C): -1.01, atom 3 (O): -0.19, atom 4 (C): -0.26, atom 5 (C): -0.42, atom 6 (S): 0.88

***

So which one is most stable? That would be one, about 0.0147 hartree below the next structure.

***

--- one ---
C3H3NS2 in the gas phase. Source: OMol25; level of theory: wB97M-V/def2-TZVPD.

## Properties
HOMO (eV): -9.59
E_LUMO (eV): -0.94
HOMO-LUMO gap (eV): 8.65
Structure (SMILES): CC(=S)SC#N

Element x y z (Å)
C -0.804 -0.071 0.780
C -0.389 0.875 -0.283
S -1.194 2.258 -0.529
S 1.027 0.570 -1.480
C 1.760 -0.866 -1.048
N 2.319 -1.814 -0.728
H -0.183 0.147 1.765
H -1.797 0.105 0.981
H -0.740 -1.205 0.542

Löwdin population analysis, charges in e, atoms 1 to 6: atom 1 (C): -0.19, atom 2 (C): -1.09, atom 3 (S): 0.70, atom 4 (S): 0.89, atom 5 (C): -0.68, atom 6 (N): 0.10

***

--- two ---
C3H3NS2 in the gas phase. Source: OMol25; level of theory: wB97M-V/def2-TZVPD.

## Properties
HOMO (eV): -9.47
E_LUMO (eV): -1.33
HOMO-LUMO gap (eV): 8.14

Element x y z (Å)
C -1.816 -2.886 -2.251
C -0.157 -0.049 -0.943
C -0.668 -1.487 -0.531
N -1.309 -2.255 -1.413
S -0.308 -2.226 0.860
S -0.672 1.251 0.240
H -0.399 0.104 -1.951
H 0.889 -0.186 -0.838
H -1.980 1.038 0.253

Löwdin population analysis, charges in e, atoms 1 to 6: atom 1 (C): 0.09, atom 2 (C): -0.52, atom 3 (C): -0.88, atom 4 (N): -0.12, atom 5 (S): 0.78, atom 6 (S): 0.71

***

So which one is most stable? That would be one, about 0.0318 hartree below the next structure.

***

--- one ---
C4H10N2S2 in the gas phase. Source: OMol25; level of theory: wB97M-V/def2-TZVPD.

## Properties
HOMO (eV): -8.09
E_LUMO (eV): 0.76
HOMO-LUMO gap (eV): 8.85
Structure (SMILES): CS/C=N/SCCN

Element x y z (Å)
C -3.616 -1.187 -2.560
S -1.948 -0.607 -3.034
C -1.268 -0.687 -1.430
N -0.253 -0.111 -0.901
S 0.123 -0.644 0.716
C 1.433 0.577 0.891
C 2.221 0.457 2.175
N 3.232 1.499 2.402
H -3.561 -2.201 -2.104
H -4.125 -1.335 -3.538
H -4.182 -0.428 -1.912
H -1.947 -1.212 -0.790
H 0.818 1.497 0.850
H 2.039 0.566 -0.054
H 2.701 -0.514 2.283
H 1.509 0.541 3.057
H 3.913 1.330 1.710
H 2.910 2.457 2.240

Löwdin population analysis, charges in e, atoms 1 to 6: atom 1 (C): -0.42, atom 2 (S): 0.84, atom 3 (C): -0.68, atom 4 (N): -0.33, atom 5 (S): 0.83, atom 6 (C): -0.53

***

--- two ---
C4H10N2S2 in the gas phase. Source: OMol25; level of theory: wB97M-V/def2-TZVPD.

## Properties
HOMO (eV): -8.98
E_LUMO (eV): 0.68
HOMO-LUMO gap (eV): 9.66
Structure (SMILES): C/N=C(/NS)[C@H](C)S

Element x y z (Å)
C 3.010 -0.590 -0.037
N 1.683 -1.188 -0.391
C 0.597 -0.587 -0.232
N -0.558 -1.286 -0.553
S -2.012 -1.191 0.244
C 0.527 0.828 0.306
C 0.078 0.924 1.767
S -0.576 1.956 -0.700
H 3.260 -0.519 1.040
H 3.158 0.414 -0.485
H 3.729 -1.277 -0.492
H -0.386 -2.107 -1.054
H -2.664 -0.489 -0.665
H 1.489 1.283 0.254
H -0.981 0.774 1.930
H 0.289 1.921 2.157
H 0.699 0.192 2.323
H -0.333 1.439 -1.931

Löwdin population analysis, charges in e, atoms 1 to 6: atom 1 (C): -0.11, atom 2 (N): 0.04, atom 3 (C): -0.51, atom 4 (N): -0.39, atom 5 (S): 0.78, atom 6 (C): -0.62

***

So which one is most stable? That would be two, about 0.0143 hartree below the next structure.

***

--- one ---
A gas-phase ion, C9H11N2S (charge +1). Source: OMol25; level of theory: wB97M-V/def2-TZVPD.

## Properties
Total charge: +1
HOMO (eV): -12.74
E_LUMO (eV): -4.82
HOMO-LUMO gap (eV): 7.92
Structure (SMILES): Cc1cccc(C[NH2+]N=C=S)c1

Element x y z (Å)
C 3.212 -0.350 0.921
C 2.051 0.092 0.075
C 2.080 1.257 -0.684
C 0.997 1.679 -1.449
C -0.165 0.922 -1.467
C -0.208 -0.248 -0.712
C -1.470 -1.069 -0.675
N -2.165 -0.793 0.642
N -3.605 -0.682 0.507
C -4.107 0.189 1.227
S -4.685 1.290 2.114
C 0.884 -0.670 0.052
H 3.855 0.495 1.146
H 3.772 -1.158 0.463
H 2.829 -0.704 1.875
H 2.976 1.862 -0.681
H 1.053 2.584 -2.032
H -1.042 1.210 -2.026
H -2.135 -0.808 -1.489
H -1.231 -2.125 -0.737
H -1.797 0.107 0.968
H -1.912 -1.491 1.346
H 0.815 -1.590 0.617

Löwdin population analysis, charges in e, atoms 1 to 6: atom 1 (C): -0.03, atom 2 (C): -0.25, atom 3 (C): -0.02, atom 4 (C): -0.04, atom 5 (C): -0.03, atom 6 (C): -0.25

***

--- two ---
A gas-phase ion, C9H11N2S (charge +1). Source: OMol25; level of theory: wB97M-V/def2-TZVPD.

## Properties
Total charge: +1
HOMO (eV): -11.98
E_LUMO (eV): -3.24
HOMO-LUMO gap (eV): 8.74
Structure (SMILES): C1=C[C@@]2(CNC[NH2+]2)c2cscc21

Element x y z (Å)
C 1.145 2.173 -0.100
C -0.116 1.785 -0.019
C -0.271 0.358 0.115
C -1.133 -0.210 -1.281
N -1.919 -1.339 -0.754
C -2.378 -1.030 0.509
N -1.122 -0.251 1.203
C 1.101 -0.189 0.126
C 1.772 -1.350 0.239
S 3.506 -1.084 0.081
C 3.299 0.613 -0.136
C 1.984 0.963 -0.102
H 1.429 3.090 -0.612
H -0.969 2.520 -0.041
H -1.805 0.527 -1.670
H -0.310 -0.507 -1.958
H -1.431 -2.314 -0.947
H -3.413 -0.335 0.496
H -2.543 -1.914 1.141
H -1.583 0.438 1.943
H -0.738 -0.886 1.827
H 1.465 -2.377 0.384
H 4.030 1.320 -0.444

Löwdin population analysis, charges in e, atoms 1 to 6: atom 1 (C): 0.02, atom 2 (C): -0.06, atom 3 (C): -0.32, atom 4 (C): -0.02, atom 5 (N): -0.07, atom 6 (C): -0.14

***

So which one is most stable? That would be one, about 0.0243 hartree below the next structure.

***

--- one ---
C4H4Cl2O in the gas phase. Source: OMol25; level of theory: wB97M-V/def2-TZVPD.

## Properties
HOMO (eV): -9.40
E_LUMO (eV): 0.84
HOMO-LUMO gap (eV): 10.25
Structure (SMILES): ClC1(Cl)C=COC1

Element x y z (Å)
Cl 1.514 0.519 -1.839
C 0.840 0.186 -0.227
Cl 2.206 0.064 0.927
C -0.187 1.188 0.204
C -1.230 0.472 0.618
O -1.175 -0.878 0.412
C 0.030 -1.156 -0.277
H -0.111 2.266 0.274
H -2.181 0.750 1.007
H -0.230 -1.433 -1.366
H 0.527 -1.978 0.267

Löwdin population analysis, charges in e, atoms 1 to 6: atom 1 (Cl): 0.61, atom 2 (C): -1.16, atom 3 (Cl): 0.60, atom 4 (C): -0.14, atom 5 (C): -0.12, atom 6 (O): -0.08

***

--- two ---
2 unconnected molecules or ions with the total composition C4H4Cl2O. Source: OMol25; level of theory: wB97M-V/def2-TZVPD.

## Properties
HOMO (eV): -9.51
E_LUMO (eV): 0.29
HOMO-LUMO gap (eV): 9.80

Element x y z (Å)
C -1.468 -1.811 -1.265
C -1.947 -1.228 -0.003
C 1.765 1.282 1.198
C 0.709 1.770 0.583
O -1.110 -2.213 0.040
Cl -0.200 -1.066 -2.214
Cl -0.825 0.934 0.514
H -2.063 -2.530 -1.815
H 2.697 1.824 1.205
H 1.747 0.337 1.716
H 0.694 2.702 0.040

Löwdin population analysis, charges in e, atoms 1 to 6: atom 1 (C): -0.75, atom 2 (C): -0.14, atom 3 (C): -0.07, atom 4 (C): -0.58, atom 5 (O): -0.03, atom 6 (Cl): 0.62

***

So which one is most stable? That would be one, about 0.1358 hartree below the next structure.